Computed, not measured: a molecular structure, C41H48N4O6P2ReSTe, with ωB97M-V/def2-TZVPD.

## Properties
**Calculated total energy**: -100369.3182 eV
**Spin multiplicity**: 2
**Total charge**: +2
**Lowest unoccupied orbital energy (spin up / spin down)**: -6.38 / -6.11 eV

Each line ends with the Löwdin spin population.
CARTESIAN COORDINATES (ANGSTROEM)
Re 0.536 1.268 0.508  0.80
N 0.155 1.195 2.683  -0.01
C -1.113 0.513 3.024  0.00
C -0.995 -0.473 4.174  0.00
C 0.061 -1.566 3.944  0.00
C -0.357 -2.905 4.533  0.00
N -1.511 -3.400 3.785  0.00
C -2.176 -4.507 4.064  0.00
N -3.145 -4.912 3.240  0.00
N -1.907 -5.208 5.166  0.00
C -1.671 -0.132 1.747  0.01
O -2.393 -1.093 1.759  0.02
O -1.296 0.522 0.653  0.07
H 0.966 0.695 3.062  0.00
H 0.174 2.135 3.076  0.00
H -1.835 1.291 3.288  0.00
H -1.984 -0.917 4.297  0.00
H -0.780 0.074 5.094  0.00
H 1.018 -1.282 4.384  0.00
H 0.251 -1.711 2.875  0.00
H -0.629 -2.785 5.586  0.00
H 0.470 -3.617 4.465  0.00
H -1.633 -3.017 2.851  0.00
H -3.373 -4.368 2.425  0.00
H -3.640 -5.774 3.390  0.00
H -1.120 -4.978 5.746  0.00
H -2.442 -6.024 5.409  0.00
O 3.902 -0.369 0.355  0.01
S 2.852 0.007 1.227  0.02
O 3.067 0.154 2.632  0.00
O 1.530 -0.652 0.930  0.00
O 2.351 1.570 0.720  0.05
C -1.705 3.113 -2.104  0.00
C -1.910 3.447 -0.626  0.01
P -0.346 3.476 0.309  0.03
C 0.670 4.747 -0.465  0.01
C 0.103 5.997 -0.727  0.00
C 0.860 6.989 -1.323  0.00
C 2.190 6.745 -1.651  0.00
C 2.762 5.513 -1.376  0.00
C 2.005 4.512 -0.782  0.00
C -0.762 4.118 1.954  0.00
C -2.039 3.993 2.498  0.00
C -2.280 4.395 3.806  0.00
C -1.250 4.911 4.578  0.00
C 0.026 5.038 4.041  0.00
C 0.271 4.646 2.733  0.00
C -1.417 1.638 -2.403  0.00
P 0.203 0.980 -1.899  -0.01
C 1.488 1.863 -2.830  0.00
C 2.831 1.727 -2.477  0.00
C 3.816 2.333 -3.239  0.00
C 3.472 3.087 -4.352  0.00
C 2.140 3.220 -4.714  0.00
C 1.151 2.603 -3.962  0.00
C 0.271 -0.713 -2.520  0.00
C 1.485 -1.397 -2.447  0.00
C 1.604 -2.659 -3.003  0.00
C 0.512 -3.255 -3.622  0.00
C -0.702 -2.586 -3.677  0.00
C -0.826 -1.318 -3.130  0.00
H -0.928 3.756 -2.521  0.00
H -2.628 3.365 -2.629  0.00
H -2.569 2.713 -0.159  0.00
H -2.380 4.426 -0.524  0.00
H -0.927 6.205 -0.460  0.00
H 0.418 7.954 -1.528  0.00
H 2.781 7.524 -2.114  0.00
H 3.799 5.328 -1.621  0.00
H 2.462 3.558 -0.568  0.00
H -2.857 3.601 1.906  0.00
H -3.278 4.316 4.217  0.00
H -1.442 5.230 5.594  0.00
H 0.827 5.456 4.636  0.00
H 1.264 4.763 2.312  0.00
H -1.509 1.454 -3.475  0.00
H -2.158 1.007 -1.905  0.00
H 3.129 1.149 -1.611  0.00
H 4.855 2.212 -2.962  0.00
H 4.243 3.562 -4.945  0.00
H 1.867 3.793 -5.590  0.00
H 0.123 2.694 -4.285  0.00
H 2.346 -0.951 -1.963  0.00
H 2.552 -3.178 -2.955  0.00
H 0.604 -4.242 -4.056  0.00
H -1.553 -3.050 -4.160  0.00
H -1.781 -0.815 -3.193  0.00
C 0.844 -5.061 -0.272  0.00
Te -0.526 -3.468 0.139  0.00
C -1.879 -4.597 -1.082  0.00
C -1.009 -5.521 -1.893  0.00
C -1.502 -6.135 -3.042  0.00
C -0.690 -6.966 -3.797  0.00
C 0.622 -7.197 -3.401  0.00
C 1.114 -6.593 -2.256  0.00
C 0.305 -5.749 -1.499  0.00
H 0.901 -5.733 0.582  0.00
H 1.834 -4.643 -0.448  0.00
H -2.443 -3.915 -1.716  0.00
H -2.581 -5.151 -0.460  0.00
H -2.524 -5.953 -3.351  0.00
H -1.078 -7.433 -4.692  0.00
H 1.260 -7.844 -3.988  0.00
H 2.138 -6.769 -1.950  0.00